Molecular formula: C14H30O13
Method: DFT, ωB97M-V/def2-TZVPD

Each line ends with the Mulliken charge.
Geometry (Å):
O: -5.93 25.12 11.93  -0.75
H: -6.84 24.85 11.82  0.34
H: -5.65 25.41 11.06  0.39
O: -9.78 24.08 13.52  -0.55
H: -9.35 24.88 13.80  0.27
H: -10.19 23.73 14.32  0.25
C: -7.31 21.81 8.51  -1.34
C: -8.71 22.07 7.85  1.26
C: -8.64 22.50 6.38  -0.42
O: -9.39 21.65 5.66  -0.31
C: -9.67 20.59 6.41  0.57
O: -10.36 19.65 5.98  -0.63
O: -9.36 20.78 7.67  -0.29
H: -6.46 21.56 7.88  0.49
H: -7.28 21.04 9.28  0.10
H: -6.94 22.71 9.00  0.25
H: -9.27 22.80 8.43  -0.36
H: -7.63 22.52 5.97  0.30
H: -9.17 23.45 6.31  0.29
C: -8.92 18.13 11.90  -1.33
C: -8.77 19.46 12.73  0.31
C: -7.63 20.33 12.50  -0.36
O: -8.18 21.44 11.88  -0.19
C: -9.55 21.37 11.83  0.74
O: -10.34 22.20 11.28  -0.62
O: -9.88 20.15 12.34  -0.41
H: -9.94 17.76 11.95  0.34
H: -8.31 17.33 12.32  0.39
H: -8.77 18.27 10.83  0.30
H: -8.91 19.26 13.79  0.32
H: -6.85 19.94 11.85  0.28
H: -7.16 20.56 13.46  0.25
C: -7.25 30.39 10.83  -1.39
C: -6.83 29.49 9.55  0.31
C: -5.37 29.51 9.14  -0.40
O: -4.98 28.17 9.17  -0.37
C: -5.98 27.35 9.54  0.70
O: -5.93 26.14 9.56  -0.63
O: -6.99 28.14 9.98  -0.26
H: -6.51 30.33 11.63  0.35
H: -8.28 30.35 11.18  0.36
H: -7.23 31.42 10.48  0.43
H: -7.57 29.72 8.78  0.27
H: -4.81 30.19 9.78  0.30
H: -5.29 29.91 8.13  0.28
C: -9.37 25.35 10.44  -0.47
O: -8.55 24.26 10.90  0.13
H: -8.69 26.03 9.93  0.09
H: -10.12 24.95 9.75  0.02
H: -9.89 25.98 11.15  0.33
H: -9.12 23.77 11.50  0.06
C: -12.45 24.33 7.10  -0.30
O: -12.26 25.68 7.01  -0.52
H: -11.68 23.88 7.73  -0.06
H: -13.36 24.08 7.64  0.30
H: -12.38 23.90 6.10  0.27
H: -11.55 25.84 6.39  0.30

LUMO	0.01420	Ha
largest force on an atom	5.97	eV/Å
DFT total energy	-41619.8206	eV
multiplicity	1
orbital gap	10.19	eV
SMILES string	C[C@H]1COC(=O)O1.C[C@H]1COC(=O)O1.C[C@H]1COC(=O)O1.CO.CO.O.O
M	406.381	g mol⁻¹

=====

Molecular formula: C17H66ClF3N2O25S
Method: DFT, ωB97M-V/def2-TZVPD

Each line ends with the Mulliken charge.
Geometry (Å):
C: -2.13 -3.68 2.22  -0.85
C: -1.15 -2.45 1.90  0.21
C: -1.90 -1.21 1.13  -0.19
C: -1.02 -0.71 -0.11  0.31
C: 0.37 -0.02 0.00  1.04
C: 0.97 0.25 1.49  -0.96
C: -0.05 1.16 2.39  0.16
C: 0.65 2.58 2.79  -0.95
Cl: -0.44 0.34 4.03  -0.01
C: 1.17 0.39 -1.32  0.48
C: 2.62 1.06 -1.19  -0.72
C: 3.73 0.13 -0.49  -0.43
C: 4.20 -1.13 -1.37  0.62
F: 3.13 -1.95 -1.83  -0.13
F: 5.08 -0.80 -2.44  -0.28
F: 4.99 -1.98 -0.47  -0.28
C: 0.59 0.18 -2.76  0.24
C: 1.35 0.63 -4.09  -0.19
C: 1.00 -0.22 -5.40  0.27
O: 0.80 0.42 -6.48  -0.59
O: 0.86 -1.63 -5.36  -0.44
C: -0.83 -0.48 -2.83  0.52
N: -1.68 -0.79 -3.95  -0.54
S: -3.14 -1.55 -3.50  0.07
N: -2.91 -1.56 -1.81  -0.17
C: -1.63 -0.94 -1.55  -0.73
H: -1.55 -4.65 1.99  0.26
H: -2.47 -3.70 3.31  0.27
H: -3.04 -3.68 1.51  0.14
H: -0.33 -2.81 1.15  0.07
H: -0.62 -2.12 2.85  -0.03
H: -2.19 -0.37 1.87  0.25
H: -2.89 -1.67 0.74  -0.08
H: 1.92 0.90 1.38  0.11
H: 1.29 -0.70 2.02  0.29
H: -1.02 1.38 1.81  0.03
H: 0.08 3.10 3.64  0.38
H: 0.63 3.21 1.83  0.16
H: 1.73 2.29 3.10  0.23
H: 3.06 1.43 -2.18  0.50
H: 2.51 2.00 -0.53  -0.35
H: 4.66 0.79 -0.33  0.49
H: 3.45 -0.27 0.54  0.27
H: 1.05 1.72 -4.31  0.16
H: 2.51 0.60 -3.99  0.16
H: 1.25 -1.92 -4.49  0.39
O: 2.38 0.66 5.72  -0.56
H: 2.19 0.01 6.41  0.31
H: 1.79 0.40 4.99  0.25
O: -1.30 -1.23 -8.26  -0.67
H: -2.14 -1.21 -7.78  0.30
H: -0.67 -0.88 -7.62  0.35
O: -4.63 0.88 -0.60  -0.63
H: -4.00 0.22 -0.95  0.24
H: -4.35 1.70 -1.02  0.35
O: -1.11 2.47 -4.29  -0.71
H: -1.10 3.38 -4.63  0.31
H: -0.87 1.94 -5.06  0.27
O: 5.44 -4.33 -2.55  -0.72
H: 5.25 -3.39 -2.52  0.37
H: 4.95 -4.69 -1.80  0.33
O: 5.51 0.86 1.70  -0.58
H: 6.21 0.23 1.46  0.30
H: 5.94 1.44 2.34  0.28
O: -6.78 2.83 0.01  -0.64
H: -6.15 2.18 -0.33  0.40
H: -6.50 3.66 -0.40  0.30
O: -1.73 2.90 0.65  -0.54
H: -2.17 3.40 1.35  0.30
H: -1.24 3.56 0.16  0.24
O: -3.41 4.11 -3.47  -0.60
H: -2.78 3.46 -3.81  0.42
H: -3.13 4.94 -3.88  0.30
O: 0.23 -1.72 7.01  -0.60
H: -0.17 -1.15 6.35  0.31
H: -0.01 -2.61 6.74  0.29
O: -5.29 -3.22 -0.15  -0.63
H: -5.76 -3.62 -0.89  0.32
H: -4.66 -2.62 -0.57  0.32
O: -7.69 -4.51 1.46  -0.63
H: -8.12 -4.00 2.16  0.32
H: -7.19 -3.85 0.96  0.32
O: -3.41 7.17 -4.72  -0.64
H: -4.26 7.08 -4.27  0.32
H: -3.36 8.11 -4.94  0.31
O: 1.29 3.75 -5.75  -0.59
H: 1.30 4.65 -6.09  0.28
H: 1.53 3.21 -6.52  0.32
O: 0.66 -4.33 -0.14  -0.64
H: 0.19 -4.74 -0.88  0.32
H: 1.29 -3.73 -0.56  0.26
O: 4.73 2.86 5.67  -0.64
H: 4.97 2.94 4.74  0.28
H: 4.04 2.18 5.67  0.36
O: -3.04 0.56 6.56  -0.60
H: -2.84 1.25 7.20  0.31
H: -2.22 0.47 6.06  0.28
O: 8.32 -3.04 -2.47  -0.64
H: 8.58 -2.96 -3.40  0.31
H: 7.63 -3.72 -2.48  0.34
O: -1.43 -0.71 9.27  -0.63
H: -1.92 -1.20 8.60  0.32
H: -0.51 -0.76 8.98  0.32
O: 1.60 4.07 0.47  -0.63
H: 1.50 4.63 -0.31  0.27
H: 2.56 3.99 0.58  0.25
O: -8.61 0.22 -0.82  -0.63
H: -7.91 -0.40 -1.07  0.30
H: -8.18 0.82 -0.20  0.32
O: 4.11 -6.39 -4.68  -0.63
H: 4.81 -7.01 -4.92  0.31
H: 4.54 -5.79 -4.05  0.35
O: 4.03 0.58 8.12  -0.63
H: 3.60 1.09 8.83  0.32
H: 4.53 1.25 7.63  0.30

LUMO	-0.07199	Ha
largest force on an atom	5.12	eV/Å
DFT total energy	-104372.2784	eV
multiplicity	1
orbital gap	7.05	eV
M	823.218	g mol⁻¹

=====

Molecular formula: C6H11F
Method: DFT, ωB97M-V/def2-TZVPD

Each line ends with the Mulliken charge.
Geometry (Å):
C: 0.55 -0.60 2.46  -1.42
C: 0.85 0.01 1.15  1.11
C: 2.25 0.51 1.08  -1.20
C: -0.14 0.01 0.22  -0.79
C: -0.40 0.79 -1.00  -0.34
C: -0.93 -0.09 -2.09  -0.34
H: 0.25 0.13 3.25  0.25
H: 1.36 -1.21 2.85  0.37
H: -0.31 -1.26 2.40  0.37
H: 2.45 0.75 -0.01  0.29
H: 2.99 -0.24 1.43  0.35
H: 2.40 1.36 1.75  0.30
H: -0.88 -0.73 0.48  0.26
H: 0.55 1.24 -1.30  0.32
H: -1.09 1.67 -0.68  0.22
H: -0.28 -0.99 -2.24  0.28
H: -0.97 0.52 -3.01  0.27
F: -2.18 -0.56 -1.76  -0.29

LUMO	0.03737	Ha
largest force on an atom	2.42	eV/Å
DFT total energy	-9116.7366	eV
multiplicity	1
orbital gap	9.68	eV
SMILES string	CC(C)=CCCF
M	102.152	g mol⁻¹

=====

Molecular formula: CH4O2PS
Method: DFT, ωB97M-V/def2-TZVPD

Each line ends with the Mulliken charge.
Geometry (Å):
C: 0.11 -1.20 0.37  -0.90
O: -2.54 -0.16 0.47  -0.51
O: 0.05 1.86 0.28  -0.59
P: -1.34 -0.14 -0.36  0.37
S: 1.47 1.86 -0.39  -0.22
H: -0.05 -1.43 1.34  0.32
H: 0.96 -0.74 -0.01  0.24
H: 0.06 -2.26 -0.12  0.27
H: 1.30 2.21 -1.58  0.02

LUMO	0.14128	Ha
largest force on an atom	5.10	eV/Å
DFT total energy	-25320.7811	eV
charge	-1
multiplicity	1
orbital gap	6.73	eV
M	111.082	g mol⁻¹

=====

Molecular formula: C46H37N10PS2W
Method: DFT, ωB97M-V/def2-TZVPD

Each line ends with the Löwdin spin population.
Geometry (Å):
W: 0.49 0.29 0.27  1.62
C: 1.07 -3.07 3.06  0.00
C: -0.17 -3.60 3.40  0.01
C: -1.30 -2.96 2.97  0.00
C: -1.22 -1.81 2.17  0.01
N: -0.01 -1.31 1.81  0.01
C: 1.09 -1.94 2.27  0.01
N: -2.47 -1.23 1.93  0.00
C: -2.55 -0.20 1.19  0.01
N: -1.49 0.42 0.58  0.04
C: -1.72 1.74 0.40  0.06
N: -0.53 2.28 0.31  0.01
C: -0.08 3.59 0.12  0.00
C: -0.93 4.69 -0.01  0.00
C: -0.36 5.94 -0.14  0.00
C: 1.03 6.06 -0.14  0.00
C: 1.78 4.90 0.01  0.00
N: 1.25 3.69 0.14  0.00
C: -3.19 1.96 0.49  0.00
C: -4.07 2.99 0.21  0.01
C: -5.42 2.80 0.48  0.00
C: -5.89 1.61 1.02  0.02
C: -5.02 0.55 1.28  0.00
C: -3.69 0.74 1.00  0.01
H: 2.00 -3.52 3.37  0.00
H: -0.24 -4.49 4.01  0.00
H: -2.29 -3.31 3.22  0.00
H: 2.03 -1.50 1.99  0.00
H: -2.00 4.57 0.00  0.00
H: -0.99 6.81 -0.25  0.00
H: 1.51 7.01 -0.24  0.00
H: 2.86 4.95 0.02  0.00
H: -3.75 3.93 -0.22  0.00
H: -6.12 3.60 0.27  0.00
H: -6.94 1.50 1.23  0.00
H: -5.37 -0.39 1.68  0.00
C: 3.69 0.48 1.19  0.00
N: 2.92 0.12 -0.02  0.01
C: 3.40 0.82 -1.24  0.01
C: 2.26 1.42 -1.99  0.02
N: 1.02 1.26 -1.61  0.02
C: 0.22 1.81 -2.62  0.01
C: -1.15 1.80 -2.81  0.00
C: -1.64 2.43 -3.95  0.00
C: -0.78 3.03 -4.88  0.00
C: 0.59 2.99 -4.73  0.00
C: 1.07 2.36 -3.59  0.00
N: 2.36 2.08 -3.16  0.01
C: 2.79 1.21 2.12  0.02
N: 1.48 1.15 1.99  0.03
C: 0.95 1.85 3.08  0.01
C: -0.37 2.05 3.49  0.00
C: -0.57 2.79 4.64  0.00
C: 0.51 3.31 5.37  0.00
C: 1.82 3.09 5.00  0.00
C: 2.01 2.34 3.84  0.00
N: 3.16 1.91 3.20  0.01
H: 4.57 1.07 0.94  0.00
H: 4.05 -0.43 1.68  0.00
H: 2.99 -0.88 -0.19  0.00
H: 3.92 0.11 -1.90  0.00
H: 4.12 1.59 -0.97  0.00
H: -1.83 1.29 -2.14  0.00
H: -2.70 2.43 -4.13  0.00
H: -1.20 3.51 -5.75  0.00
H: 1.26 3.43 -5.46  0.00
H: 3.22 2.31 -3.64  0.00
H: -1.21 1.63 2.94  0.00
H: -1.57 2.96 4.99  0.00
H: 0.30 3.88 6.26  0.00
H: 2.64 3.49 5.57  0.00
H: 4.11 2.09 3.49  0.00
S: -2.54 -2.81 -0.98  0.01
P: -0.68 -3.20 -1.32  0.01
S: 0.58 -1.49 -1.36  0.01
C: -0.32 -3.81 -2.98  0.00
C: 0.30 -5.03 -3.21  0.00
C: 0.48 -5.49 -4.51  0.00
C: 0.04 -4.72 -5.58  0.00
C: -0.57 -3.50 -5.36  0.00
C: -0.76 -3.04 -4.06  0.00
C: 0.08 -4.37 -0.17  0.00
C: -0.72 -5.32 0.45  0.00
C: -0.15 -6.31 1.24  0.00
C: 1.22 -6.35 1.41  0.00
C: 2.03 -5.41 0.80  0.00
C: 1.46 -4.42 0.01  0.00
H: 0.63 -5.65 -2.39  0.00
H: 0.94 -6.45 -4.69  0.00
H: 0.17 -5.08 -6.59  0.00
H: -0.92 -2.90 -6.19  0.00
H: -1.26 -2.10 -3.89  0.00
H: -1.80 -5.28 0.30  0.00
H: -0.79 -7.06 1.70  0.00
H: 1.66 -7.13 2.02  0.00
H: 3.10 -5.45 0.92  0.00
H: 2.10 -3.70 -0.50  0.00

LUMO (spin up / spin down)	-0.20828 / -0.21725	Ha
largest force on an atom	0.58	eV/Å
DFT total energy	-95981.5729	eV
<S²>	2.01
charge	+2
multiplicity	3
orbital gap (spin up / spin down)	6.75 / 6.50	eV
M	1008.820	g mol⁻¹

=====

Molecular formula: C24H38O24
Method: DFT, ωB97M-V/def2-TZVPD

Each line ends with the Mulliken charge.
Geometry (Å):
C: -0.37 -0.71 3.73  0.27
C: -0.63 0.54 4.63  -0.06
O: 0.66 1.12 4.71  -0.36
C: 1.58 0.38 4.08  0.59
O: 2.74 0.66 4.04  -0.58
O: 1.01 -0.65 3.45  -0.22
H: -1.02 -0.74 2.86  -0.33
H: -0.64 -1.57 4.35  0.65
H: -1.01 0.32 5.62  0.39
H: -1.33 1.18 4.10  -0.15
C: -2.15 -4.14 -0.50  0.07
C: -3.23 -3.37 -1.22  -0.39
O: -2.50 -2.63 -2.21  -0.35
C: -1.32 -3.23 -2.40  0.71
O: -0.58 -2.92 -3.28  -0.58
O: -1.09 -4.18 -1.47  -0.29
H: -2.49 -5.16 -0.33  0.36
H: -1.87 -3.68 0.44  -0.06
H: -3.87 -2.82 -0.53  0.22
H: -3.87 -4.02 -1.82  0.39
C: -4.04 1.25 2.81  0.76
C: -4.04 2.17 1.60  0.59
O: -4.87 3.25 2.07  -0.41
C: -5.26 3.07 3.33  0.54
O: -5.99 3.81 3.91  -0.54
O: -4.67 1.97 3.88  -0.41
H: -3.02 1.04 3.15  -0.60
H: -4.63 0.36 2.62  0.23
H: -4.51 1.63 0.78  0.17
H: -3.07 2.50 1.25  -0.40
C: -0.28 4.67 0.04  -0.06
C: 1.14 4.04 -0.03  -0.27
O: 1.05 2.95 0.86  -0.32
C: -0.22 2.76 1.27  -0.08
O: -0.66 1.76 1.76  0.14
O: -1.00 3.76 0.85  -0.42
H: -0.73 4.61 -0.95  -0.10
H: -0.22 5.69 0.42  0.44
H: 1.94 4.73 0.26  0.39
H: 1.42 3.73 -1.04  0.19
C: -0.10 0.70 -0.69  -0.19
C: 0.41 -0.40 0.23  0.81
O: -0.80 -0.94 0.78  -0.27
C: -1.88 -0.29 0.32  0.92
O: -2.98 -0.68 0.57  -0.72
O: -1.53 0.68 -0.53  -0.46
H: 0.15 0.48 -1.73  0.91
H: 0.30 1.68 -0.44  -0.40
H: 0.88 -0.03 1.14  -0.74
H: 0.96 -1.20 -0.27  0.05
C: 3.06 -1.74 -2.98  -0.74
O: 2.94 -0.93 -1.83  -0.04
C: 3.96 -0.82 -0.95  0.59
O: 5.02 -1.34 -1.06  -0.58
O: 3.49 -0.08 0.03  -0.09
C: 4.25 0.09 1.21  -0.77
H: 2.62 -1.18 -3.81  0.18
H: 2.55 -2.70 -2.91  0.18
H: 4.10 -1.90 -3.28  0.39
H: 5.22 0.56 1.06  0.40
H: 4.37 -0.84 1.77  0.28
H: 3.64 0.69 1.88  0.18
C: 1.46 -3.09 1.89  -0.16
O: 1.45 -3.97 0.76  -0.24
C: 2.62 -4.19 0.18  0.81
O: 3.68 -3.89 0.67  -0.59
O: 2.44 -4.81 -0.97  -0.27
C: 3.60 -5.11 -1.73  -0.86
H: 2.10 -2.26 1.62  0.08
H: 1.83 -3.68 2.73  0.40
H: 0.47 -2.71 2.12  -0.11
H: 3.94 -6.13 -1.50  0.32
H: 4.40 -4.41 -1.47  0.37
H: 3.40 -5.08 -2.80  0.29
C: 0.46 2.22 -5.83  -0.54
O: -0.74 2.37 -5.08  -0.36
C: -0.62 2.91 -3.89  0.86
O: 0.37 3.32 -3.33  -0.58
O: -1.83 2.94 -3.34  -0.30
C: -2.03 3.63 -2.14  -0.32
H: 1.08 1.43 -5.40  0.17
H: 1.09 3.11 -5.87  0.31
H: 0.15 1.96 -6.84  0.25
H: -1.98 4.71 -2.29  0.52
H: -1.30 3.30 -1.40  -0.25
H: -3.03 3.52 -1.72  0.24

LUMO	0.01393	Ha
largest force on an atom	2.23	eV/Å
DFT total energy	-74643.7706	eV
multiplicity	1
orbital gap	11.13	eV
SMILES string	COC(=O)OC.COC(=O)OC.COC(=O)OC.O=C1OCCO1.O=C1OCCO1.O=C1OCCO1.O=C1OCCO1.O=C1OCCO1
M	710.544	g mol⁻¹

=====

Molecular formula: C4H8O2
Method: DFT, ωB97M-V/def2-TZVPD

Each line ends with the Mulliken charge.
Geometry (Å):
C: -1.53 0.24 1.43  -0.97
C: -1.13 -0.99 0.61  0.06
C: -0.98 -1.01 -0.70  -0.77
H: -2.07 0.93 0.79  0.32
H: -2.16 -0.06 2.26  0.32
H: -0.60 0.70 1.75  0.21
H: -0.72 -1.77 1.25  0.30
H: -0.37 -1.80 -1.14  0.27
H: -1.39 -0.29 -1.43  0.28
O: 3.24 0.54 -1.89  -0.41
C: 2.24 0.93 -1.41  0.29
O: 2.03 1.21 -0.05  -0.44
H: 1.22 1.00 -1.83  0.25
H: 2.20 0.36 0.38  0.31

LUMO	0.02738	Ha
largest force on an atom	2.23	eV/Å
DFT total energy	-8371.2490	eV
multiplicity	1
orbital gap	10.66	eV
SMILES string	C=CC.O=CO
M	88.106	g mol⁻¹

=====

Molecular formula: C10H22N2O4OsS
Method: DFT, ωB97M-V/def2-TZVPD

Each line ends with the Löwdin spin population.
Geometry (Å):
Os: -0.02 -0.54 -1.07  2.40
C: -1.56 -0.37 4.17  0.08
N: -1.89 -0.51 2.77  0.49
C: -3.25 -0.79 2.41  0.09
C: -0.89 -0.34 1.77  0.04
O: -1.18 -0.67 0.62  0.15
C: 0.49 0.14 2.14  0.01
O: 1.24 0.27 0.95  0.08
C: 1.85 1.55 0.65  0.00
C: 1.12 2.15 -0.54  0.01
O: 0.25 1.35 -1.15  0.16
N: 1.34 3.33 -0.97  0.04
C: 2.33 4.23 -0.32  0.00
C: 0.64 3.91 -2.14  0.00
H: -2.32 -0.86 4.77  0.01
H: -1.59 0.71 4.43  0.05
H: -0.56 -0.75 4.40  0.01
H: -3.47 -1.83 2.75  0.05
H: -3.45 -0.68 1.35  0.00
H: -3.91 -0.16 3.03  0.03
H: 0.95 -0.64 2.76  0.00
H: 0.46 1.06 2.73  0.00
H: 2.89 1.36 0.41  0.00
H: 1.81 2.20 1.52  0.00
H: 3.13 3.67 0.15  0.00
H: 1.82 4.87 0.40  0.00
H: 2.76 4.86 -1.10  0.00
H: -0.21 3.31 -2.42  0.00
H: 1.35 3.98 -2.97  0.00
H: 0.32 4.92 -1.87  0.00
C: 1.30 -4.33 -2.82  0.00
S: -0.21 -3.90 -2.02  0.04
C: -1.39 -3.94 -3.36  0.01
O: -0.01 -2.31 -1.72  0.22
H: 1.46 -3.72 -3.71  0.00
H: 1.17 -5.39 -3.09  0.00
H: 2.12 -4.25 -2.10  0.00
H: -1.92 -4.89 -3.26  0.00
H: -0.88 -3.88 -4.32  0.00
H: -2.09 -3.12 -3.22  0.00

LUMO (spin up / spin down)	-0.56309 / -0.65409	Ha
largest force on an atom	0.48	eV/Å
DFT total energy	-35150.1578	eV
<S²>	6.02
charge	+4
multiplicity	5
orbital gap (spin up / spin down)	7.46 / 5.42	eV
M	456.593	g mol⁻¹

=====

Molecular formula: C2H3F2O3S
Method: DFT, ωB97M-V/def2-TZVPD

Each line ends with the Mulliken charge.
Geometry (Å):
C: 1.22 -0.23 -0.25  -1.10
C: 0.39 0.98 0.08  0.92
O: -2.97 -0.92 0.94  -0.50
O: -1.08 -1.92 -0.20  -0.67
O: -1.10 0.71 0.37  -0.51
F: 0.23 1.80 -1.00  -0.30
F: 0.99 1.75 1.02  -0.31
S: -2.08 -0.80 -0.15  0.56
H: 1.98 0.01 -0.86  0.36
H: 0.52 -0.94 -0.65  0.30
H: 1.89 -0.45 0.69  0.25

LUMO	0.14943	Ha
largest force on an atom	4.55	eV/Å
DFT total energy	-24536.2687	eV
charge	-1
multiplicity	1
orbital gap	8.51	eV
M	145.106	g mol⁻¹

=====

Q: The highest M belongs to which entry?
A: C46H37N10PS2W